Density functional theory data (wB97M-V/def2-TZVPD) for a structure of composition C5H8IrO8SSbSe4 in a non-equilibrium geometry.

## Properties
expectation value of S² = 8.794
gap between HOMO and LUMO (alpha / beta) = 7.17 / 5.07 eV
charge = -1
energy above the lowest of the compared OMol25 structures with the same formula, charge and spin = 0.0 kcal per mole
2S+1 = 6
E_HOMO (alpha / beta) = -4.809 / -4.673 eV

Positions of all 28 atoms, in Å:
O1 -2.96649 -2.14256 1.06422
C1 -1.46568 -3.76749 2.38641
H1 1.45779 3.18382 -0.26933
C2 -1.99724 0.78786 -0.19382
Sb1 3.82524 0.16978 -1.11100
H2 -1.88664 2.76698 0.57549
Se1 2.43832 -2.23268 0.33853
C3 -1.66420 2.25400 -0.36077
S1 -1.55817 -2.51472 1.14530
O2 -0.98956 -3.07382 -0.08682
O3 -1.41080 -0.13585 -0.76072
O4 -3.04503 0.55077 0.55375
C4 0.84638 1.72288 1.19541
H3 -0.65235 -4.44273 2.12466
H4 -1.26673 -3.27574 3.33807
H5 -2.35175 2.61989 -1.12750
C5 0.54753 2.87174 0.23153
Ir1 0.52764 -1.13376 -0.22374
O5 -0.36127 2.46392 -0.80517
O6 0.33527 1.75444 2.31365
H6 0.11024 3.70224 0.78972
O7 -0.67988 -1.39958 1.62808
H7 -3.10924 -0.41263 0.64030
H8 -2.42080 -4.28897 2.41022
O8 1.60975 0.77906 0.72211
Se2 1.42941 -0.24891 -2.11668
Se3 4.24310 2.44700 -1.90235
Se4 5.28519 -0.92729 -2.82707


Density functional theory data (wB97M-V/def2-TZVPD) for a structure of composition C5H8LaO3 in a non-equilibrium geometry.

## Properties
gap between HOMO and LUMO (alpha / beta) = 4.36 / 4.36 eV
charge = +1
E_HOMO (alpha / beta) = -10.021 / -10.023 eV

Positions of all 17 atoms, in Å:
H1 3.20663 -1.37927 -0.31180
O1 0.62096 -1.71729 1.41450
C1 2.74695 -2.14073 0.33718
C2 -1.32259 1.50797 -0.67386
O2 -1.10473 0.19385 -0.01615
C3 -2.36002 1.28361 -1.75948
C4 -0.86434 0.08228 1.29710
C5 1.87739 -1.44520 1.33237
H2 -2.45211 2.19490 -2.37042
H3 -0.35696 1.73426 -1.15766
H4 2.19590 -2.86522 -0.27715
H5 -2.08639 0.45242 -2.43600
H6 2.24648 -0.54160 1.85675
H7 -3.35674 1.06217 -1.34844
H8 3.56744 -2.66920 0.85340
O3 -0.88830 1.15710 1.98070
La1 -1.66957 3.08995 1.27898


Density functional theory data (wB97M-V/def2-TZVPD) for a structure of composition C5H8LaO3 in a non-equilibrium geometry.

## Properties
gap between HOMO and LUMO = 6.22 eV
charge = +3
energy above the lowest of the compared OMol25 structures with the same formula, charge and spin = 0.0 kcal per mole
E_HOMO = -20.666 eV

Positions of all 17 atoms, in Å:
O1 1.51121 -0.24507 0.20907
H1 -0.23036 -0.92887 -2.57036
C1 0.51912 0.31705 1.12952
La1 -2.92500 3.25843 2.15663
O2 2.12806 -1.25888 -1.66142
H2 -1.32244 -2.24015 -0.00560
H3 -0.89875 -0.05738 -1.08076
H4 -0.34654 -3.10193 -1.33938
H5 1.23779 2.33332 0.96963
H6 -0.01327 1.91751 -0.21793
O3 -0.67410 2.25307 1.71984
H7 0.96285 0.16386 2.11786
C2 0.28079 1.79563 0.84235
C3 -0.74881 -2.16952 -0.93457
H8 -0.40487 -0.27013 1.06958
C4 1.33099 -0.82311 -0.91230
C5 -0.40667 -0.94386 -1.49215


Density functional theory data (wB97M-V/def2-TZVPD) for a structure of composition C5H8MgNiO5 in a non-equilibrium geometry.

## Properties
expectation value of S² = 3.756
gap between HOMO and LUMO (alpha / beta) = 8.04 / 7.87 eV
charge = +1
energy above the lowest of the compared OMol25 structures with the same formula, charge and spin = 0.0 kcal per mole
2S+1 = 4
E_HOMO (alpha / beta) = -11.397 / -12.425 eV

Positions of all 20 atoms, in Å:
H1 -2.56230 -0.07320 -1.25379
H2 -1.37058 -1.88377 0.21924
O1 2.43744 0.86310 0.05752
H3 -2.54303 2.23401 -0.50424
Ni1 0.52887 1.58026 0.27726
C1 2.27755 -0.21494 0.66724
H4 0.71108 -2.10570 1.75585
H5 -0.96919 0.11381 -2.07299
H6 -0.53726 -0.97406 2.39869
H7 -2.12536 2.25826 -2.22937
O2 -0.54690 2.60023 -0.92412
O3 3.00633 -1.20936 0.77096
O4 -0.91217 0.13578 -0.00973
C2 -1.74665 1.97079 -1.23010
C3 0.16947 -1.16639 1.58416
C4 -1.59528 0.44982 -1.23015
Mg1 4.83844 -1.86405 0.50928
C5 -0.51736 -1.19134 0.22517
H8 0.35281 -1.44350 -0.53561
O5 1.10408 -0.07976 1.52473


Density functional theory data (wB97M-V/def2-TZVPD) for a structure of composition C5H8MgO3 in a non-equilibrium geometry.

## Properties
expectation value of S² = 0.750
gap between HOMO and LUMO (alpha / beta) = 7.23 / 9.91 eV
charge = +1
2S+1 = 2
E_HOMO (alpha / beta) = -10.990 / -14.419 eV

Positions of all 17 atoms, in Å:
H1 0.66684 -0.23804 1.58502
C1 -1.59896 -1.11985 0.54785
C2 0.59686 0.05105 0.53032
O1 -0.73286 -1.74712 -0.29926
Mg1 -2.97456 -2.92516 -1.02742
H2 1.87024 1.67069 1.14909
H3 1.28256 -1.88037 -0.10688
O2 -1.15006 -0.11730 1.15152
C3 0.54637 -1.13126 -0.41860
H4 -0.70916 1.18756 -0.25423
H5 0.71996 -0.83892 -1.46178
O3 -2.77628 -1.49023 0.39255
C4 0.23298 1.82622 -0.32025
H6 2.24692 0.94243 -0.51531
H7 0.29140 1.89123 -1.41263
H8 -0.01345 2.75106 0.20731
C5 1.50120 1.16802 0.25268


Density functional theory data (wB97M-V/def2-TZVPD) for the ion C5H8N with charge +1 in a non-equilibrium geometry.

## Properties
gap between HOMO and LUMO = 9.31 eV
charge = +1
energy above the lowest of the compared OMol25 structures with the same formula, charge and spin = 127.8 kcal per mole
E_HOMO = -15.188 eV

Positions of all 14 atoms, in Å:
H1 1.05339 2.40478 0.83167
H2 -2.14011 -1.61566 -1.47838
C1 -1.69859 -1.72076 -0.50584
H3 0.64894 0.26304 1.34683
H4 2.22632 1.80812 -0.11931
H5 0.83834 2.05204 -1.00941
N1 -0.32478 -1.56943 -0.37140
H6 0.65688 -0.06942 -1.74250
H7 -2.07047 -2.77542 -0.16400
C2 0.42763 -0.32771 -0.69268
C3 1.19556 1.81216 0.01164
C4 0.91083 -1.75263 -0.25351
C5 0.66166 0.53833 0.28821
H8 -2.30447 -0.96603 0.08978


Density functional theory data (wB97M-V/def2-TZVPD) for a cluster of 2 separate species, C5H8N in total in a non-equilibrium geometry.

## Properties
gap between HOMO and LUMO (alpha / beta) = 8.98 / 6.58 eV
charge = +1
energy above the lowest of the compared OMol25 structures with the same formula, charge and spin = 211.5 kcal per mole
E_HOMO (alpha / beta) = -14.229 / -13.439 eV

Positions of all 14 atoms, in Å:
H1 -2.34999 -1.14394 0.38662
H2 3.06890 -1.04457 -0.74986
C1 2.36135 -0.76924 0.04117
N1 1.01731 -0.90018 -0.43822
H3 -0.01299 1.52946 -1.19510
H4 -1.75356 -0.52367 -1.51634
C2 -2.18674 -0.42544 -0.40005
C3 0.28342 0.08009 0.41802
C4 0.45824 1.33606 -0.27691
C5 1.60906 0.37488 -0.40968
H5 0.70427 2.19996 0.27102
H6 2.61475 -0.83730 1.15294
H7 -2.51015 0.62851 -0.35067
H8 0.24181 -0.17460 1.38344


Density functional theory data (wB97M-V/def2-TZVPD) for a structure of composition C5H8N in a non-equilibrium geometry.

## Properties
gap between HOMO and LUMO = 9.46 eV
charge = +1
energy above the lowest of the compared OMol25 structures with the same formula, charge and spin = 130.4 kcal per mole
E_HOMO = -14.682 eV

Positions of all 14 atoms, in Å:
C1 -1.79263 -0.15325 -0.23941
H1 2.43096 -0.29212 1.07444
C2 -0.53705 0.25198 0.47063
C3 0.30596 1.45723 0.11289
H2 -1.72612 0.18867 -1.28326
H3 -1.83836 -1.19465 -0.11988
H4 0.11529 -1.48127 -0.53192
H5 0.09683 2.53251 -0.10406
C4 1.16301 0.55128 -0.46707
N1 0.58496 -0.74345 -0.03515
H6 -2.72636 0.28996 0.00783
H7 2.68190 -1.04531 -0.59276
C5 2.03774 -0.39896 0.13584
H8 -0.79612 0.03738 1.57185